Here is one molecule with the formula C6H11N3O at a distorted geometry from the Open Molecules 2025 dataset. Energies are from wB97M-V/def2-TZVPD.

XYZ file:
```
21
Properties=species:S:1:pos:R:3:forces:R:3:lowdin_charge:R:1
C 0.240 0.256 -0.012 0.7 0.0 -0.3 -0.0160
C 2.719 1.140 0.098 -1.3 0.4 0.9 -0.1954
C -1.104 0.166 2.047 -0.1 0.0 -0.1 -0.0848
C -0.777 -1.854 0.583 -0.1 0.1 -0.1 -0.0775
C -0.847 0.745 -2.212 -0.4 -0.1 0.0 -0.0303
C -0.983 -0.334 0.608 0.0 0.0 0.1 -0.4531
N 2.402 1.216 -1.083 0.1 0.0 -0.3 -0.0149
N 1.384 1.282 -1.790 0.3 0.4 -1.9 -0.0041
N 0.216 0.690 -1.219 0.3 -0.1 1.2 -0.1731
O 3.609 0.584 0.840 0.7 -0.6 0.4 0.0889
H -1.364 1.224 2.061 0.0 0.0 0.1 0.0761
H -0.154 0.041 2.566 0.0 0.0 0.0 0.0769
H -1.875 -0.387 2.582 -0.1 0.0 0.0 0.0745
H 0.123 -2.115 1.135 0.1 0.0 0.0 0.0779
H -0.670 -2.210 -0.440 0.0 -0.1 -0.1 0.0725
H -1.626 -2.358 1.038 -0.1 0.0 0.0 0.0771
H -1.746 1.181 -1.776 0.0 0.0 0.0 0.0854
H -0.497 1.365 -3.034 0.0 -0.1 0.1 0.0770
H -1.073 -0.257 -2.579 0.0 0.0 0.0 0.0903
H -1.916 -0.100 0.072 0.1 0.0 0.0 0.1189
H 3.940 -0.274 0.515 -0.2 0.1 -0.1 0.1338
```
Forces are in eV/Å.

2S+1 = 1
M = 141.2 g/mol
energy above the lowest of the compared OMol25 structures with the same formula, charge and spin = 645.6 kJ/mol
Kohn-Sham gap = 8.08 eV



Here is one molecule with the formula C6H12O from the Open Molecules 2025 dataset. Energies are from wB97M-V/def2-TZVPD.

XYZ file:
```
19
Properties=species:S:1:pos:R:3:forces:R:3:lowdin_charge:R:1
C 2.400 -0.022 -0.076 0.0 0.0 0.0 -0.0420
C 0.982 -0.372 0.336 0.0 0.1 -0.4 -0.4370
O 1.029 -0.690 1.722 -0.2 0.0 0.2 -0.0317
C 0.008 0.758 0.097 0.1 0.0 0.1 -0.2350
C -0.707 0.929 -1.213 0.0 0.0 -0.2 -0.0780
C -1.475 0.482 0.002 -0.1 0.0 0.1 -0.2930
C -2.025 -0.930 0.080 0.0 -0.1 0.0 -0.0686
H 2.450 0.191 -1.149 0.0 0.0 0.1 0.0837
H 3.074 -0.853 0.154 -0.1 0.1 0.0 0.0819
H 2.743 0.860 0.477 0.0 -0.1 -0.1 0.0856
H 0.655 -1.255 -0.239 0.0 0.1 0.1 0.1385
H 0.120 -0.676 2.048 0.2 0.0 0.0 0.0821
H 0.289 1.675 0.615 0.0 -0.1 -0.1 0.1467
H -0.532 0.184 -1.987 0.0 0.1 0.2 0.1097
H -0.851 1.936 -1.592 0.0 -0.2 0.1 0.1009
H -2.110 1.236 0.463 0.1 -0.1 -0.1 0.1303
H -1.595 -1.576 -0.692 0.0 0.1 0.1 0.0774
H -3.110 -0.929 -0.065 0.1 0.0 0.0 0.0758
H -1.828 -1.402 1.051 -0.1 0.1 -0.1 0.0728
```
Forces are in eV/Å.

2S+1 = 1
M = 100.2 g/mol
energy above the lowest of the compared OMol25 structures with the same formula, charge and spin = 96.3 kJ/mol
Kohn-Sham gap = 11.09 eV



Here is one molecule with the formula C19H15FN4O2S2 at a distorted geometry from the Open Molecules 2025 dataset. Energies are from wB97M-V/def2-TZVPD.

XYZ file:
```
43
Properties=species:S:1:pos:R:3:forces:R:3:lowdin_charge:R:1
O 1.617 5.536 -1.982 0.0 0.3 0.0 0.0824
C 1.288 4.393 -1.784 -0.1 -0.2 0.1 -0.5458
N 2.025 3.358 -2.299 0.6 0.5 -0.3 0.0878
C 1.798 2.001 -2.237 -1.0 -0.7 -0.4 -0.6432
N 2.691 1.147 -1.877 0.6 0.6 0.3 0.0659
C 2.248 -0.125 -1.990 -0.4 -0.3 -0.3 -0.2515
C 0.985 -0.262 -2.466 -0.1 0.2 -0.1 -0.3915
S 0.299 1.274 -2.819 1.1 0.0 0.1 1.0747
H 0.418 -1.157 -2.620 -0.1 -0.2 0.0 0.0602
H 2.900 -0.926 -1.696 0.0 -0.2 0.0 0.1034
H 2.931 3.633 -2.661 -0.2 0.0 0.0 0.1635
C 0.091 4.026 -0.935 0.0 0.0 0.4 -0.3393
H -0.668 3.454 -1.469 0.0 0.1 0.0 0.0496
H -0.343 4.944 -0.539 0.0 -0.1 -0.2 0.0915
S 0.609 2.984 0.473 0.1 0.3 0.1 1.0121
C -0.566 1.703 0.311 -0.4 0.3 -0.3 -0.6500
N -1.627 1.748 -0.455 0.3 0.5 0.2 0.0298
C -2.238 0.548 -0.292 0.2 -0.4 0.4 -0.0850
C -1.549 -0.228 0.606 -0.5 0.1 -0.4 -0.1745
N -0.461 0.534 0.992 -0.3 0.2 -0.2 -0.0041
C 0.668 0.144 1.802 0.4 -0.2 0.0 -0.0592
C 1.033 -1.289 1.592 0.3 -0.2 0.8 -0.2785
C 1.373 -2.271 2.475 0.0 0.7 -0.4 -0.0254
C 1.609 -3.433 1.700 0.0 0.0 -0.5 -0.0451
C 1.394 -3.069 0.409 0.2 -0.7 0.5 -0.1058
O 1.050 -1.773 0.333 -0.1 0.5 -0.1 0.0226
H 1.448 -3.616 -0.510 0.0 0.0 -0.2 0.1244
H 1.895 -4.399 2.061 0.1 -0.2 0.0 0.1039
H 1.446 -2.181 3.539 0.0 0.1 0.3 0.1161
H 0.465 0.311 2.865 0.1 -0.1 -0.1 0.1402
H 1.503 0.797 1.512 -0.1 -0.1 0.1 0.1073
C -1.852 -1.563 1.095 -0.1 -0.2 0.1 -0.1764
C -2.243 -2.549 0.190 0.1 0.1 0.2 -0.0142
C -2.533 -3.829 0.621 -0.1 -0.2 0.2 -0.0004
C -2.434 -4.114 1.971 0.0 0.1 -0.1 -0.2734
C -2.071 -3.152 2.896 -0.1 -0.2 0.0 0.0022
C -1.782 -1.877 2.452 -0.2 -0.1 -0.2 -0.0251
H -1.518 -1.114 3.168 0.0 0.1 0.1 0.1218
H -2.020 -3.407 3.942 0.0 -0.1 0.1 0.1207
F -2.703 -5.366 2.398 0.0 0.1 0.0 0.0578
H -2.827 -4.602 -0.071 0.0 -0.1 -0.1 0.1187
H -2.305 -2.306 -0.860 0.0 0.0 -0.1 0.1187
H -3.149 0.328 -0.810 -0.2 -0.2 0.0 0.1129
```
Forces are in eV/Å.

2S+1 = 1
M = 414.5 g/mol
energy above the lowest of the compared OMol25 structures with the same formula, charge and spin = 104.8 kJ/mol
Kohn-Sham gap = 8.43 eV



Here is a 2-piece molecular cluster, C12H4ClF4O3 overall at a distorted geometry from the Open Molecules 2025 dataset. Energies are from wB97M-V/def2-TZVPD.

XYZ file:
```
24
Properties=species:S:1:pos:R:3:forces:R:3:lowdin_charge:R:1
F 1.325 -2.997 2.355 -0.2 0.2 -0.3 0.1040
C 0.331 -2.720 1.495 -0.4 0.7 0.2 -0.1356
C -0.284 -1.516 1.473 0.8 0.1 1.8 -0.1538
F -0.025 -0.599 2.427 -0.1 -0.8 -0.8 0.1188
C -1.479 -1.239 0.664 -0.6 2.9 0.4 -0.2565
O -2.088 -0.163 0.747 0.8 -2.4 -0.1 0.1394
C -1.888 -2.336 -0.199 -0.7 -1.0 -1.1 -0.1031
F -2.968 -2.107 -0.967 0.7 -0.2 0.3 0.1169
C -1.227 -3.508 -0.245 -1.0 0.5 -1.1 -0.1099
F -1.550 -4.456 -1.139 -0.1 0.4 0.5 0.1136
C -0.068 -3.797 0.592 1.7 -0.9 0.5 -0.2645
O 0.546 -4.863 0.533 -0.9 1.0 0.0 0.1171
Cl 0.383 5.537 -1.064 -0.2 1.4 -0.2 0.6074
C 0.644 3.872 -0.851 0.3 -2.0 0.2 -0.7630
C 0.354 2.969 -1.894 0.4 0.3 0.8 -0.1505
C 0.505 1.609 -1.692 -0.1 -0.5 0.8 -0.0344
C 0.839 1.053 -0.389 0.1 2.1 -0.3 -0.4382
O 0.734 -0.168 -0.097 0.4 -1.3 -0.4 -0.0868
C 1.308 2.036 0.570 -0.5 -0.6 -0.3 -0.0335
C 1.156 3.393 0.370 -0.2 0.0 -0.8 -0.1493
H 0.011 3.360 -2.845 0.0 0.0 0.0 0.0860
H 0.312 0.899 -2.494 -0.1 0.1 0.1 0.0930
H 1.707 1.643 1.499 -0.1 0.1 0.0 0.0955
H 1.423 4.098 1.150 0.0 0.0 -0.1 0.0874
```
Forces are in eV/Å.

2S+1 = 1
charge = -1
M = 307.6 g/mol
Kohn-Sham gap = 4.57 eV



Here is C4H7NS3 as an isolated structure at a distorted geometry from the Open Molecules 2025 dataset. Energies are from wB97M-V/def2-TZVPD.

XYZ file:
```
15
Properties=species:S:1:pos:R:3:forces:R:3:lowdin_charge:R:1
C -0.030 1.423 -1.075 -0.8 0.7 -1.3 -0.1482
C -0.272 0.129 -1.819 0.3 -0.7 0.2 -1.1578
C 0.012 -1.064 0.754 1.5 1.4 0.7 -0.7653
C -1.178 -0.802 1.583 -2.6 -0.5 -0.5 -0.1153
H 1.036 1.674 -1.052 -0.1 -0.3 0.1 0.0794
H -0.446 1.482 -0.062 0.2 -0.3 -0.3 0.0660
H -0.521 2.188 -1.722 0.4 -0.3 0.7 0.0851
H -1.994 -1.548 1.362 0.9 0.4 0.5 0.0903
H -1.674 0.129 1.207 0.5 -0.4 0.4 0.0833
H -0.976 -0.724 2.661 0.0 -0.1 -0.6 0.0875
H 3.089 0.253 0.950 0.0 -0.5 -0.1 -0.1341
N 1.122 -0.770 1.331 0.1 -0.5 -1.5 -0.3280
S -0.533 -0.142 -3.411 0.0 0.9 0.3 0.6301
S -0.184 -1.413 -1.014 -0.2 -0.5 0.8 0.8438
S 2.548 -0.813 0.305 -0.2 0.6 0.7 0.6833
```
Forces are in eV/Å.

2S+1 = 1
M = 165.3 g/mol
energy above the lowest of the compared OMol25 structures with the same formula, charge and spin = 136.2 kJ/mol
Kohn-Sham gap = 8.49 eV



Here is one molecule with the formula C9H10O2 at a distorted geometry from the Open Molecules 2025 dataset. Energies are from wB97M-V/def2-TZVPD.

XYZ file:
```
21
Properties=species:S:1:pos:R:3:forces:R:3:lowdin_charge:R:1
C -1.213 0.888 0.043 0.0 0.7 -0.4 -0.2251
C -1.947 -0.295 0.739 -0.7 -0.2 -2.9 -0.1344
C -1.735 -1.510 -0.088 -4.4 3.0 -4.4 -0.3205
C 0.638 -0.780 -0.376 -8.8 1.9 1.6 -0.1864
C 1.819 -1.231 -0.303 6.2 -2.0 -1.6 -0.0753
C 2.962 -0.410 -0.312 0.4 -1.8 -1.4 -0.0411
C 2.688 0.930 -0.022 1.8 -1.1 2.0 -0.1294
C 1.425 1.349 0.381 -0.6 0.7 -2.5 -0.0043
C 0.321 0.558 -0.149 -1.3 2.1 2.4 -0.0328
H -2.528 2.488 -0.486 3.0 -3.8 -3.4 0.2156
H -1.487 1.611 0.724 1.4 1.8 2.2 0.0767
H -1.505 -0.597 1.656 0.4 0.8 1.4 0.1200
H -3.046 -0.135 0.776 0.7 0.2 0.4 0.1365
H -2.401 -1.275 -1.158 2.2 0.0 1.7 0.1753
H -2.501 -2.214 0.120 0.8 -2.2 1.3 0.0979
H 1.837 -2.236 -0.587 0.8 -1.8 0.2 0.1187
H 3.949 -0.998 -0.689 -2.1 2.2 1.4 0.1613
H 3.496 1.551 0.348 0.3 0.2 -0.7 0.0950
H 1.569 2.402 0.808 -1.7 -1.5 -0.6 0.1371
O -1.891 1.705 -1.129 -2.0 1.3 4.1 -0.1642
O -0.450 -1.800 -0.299 3.9 -0.5 -0.8 -0.0205
```
Forces are in eV/Å.

2S+1 = 1
M = 150.2 g/mol
energy above the lowest of the compared OMol25 structures with the same formula, charge and spin = 574.7 kJ/mol
Kohn-Sham gap = 9.22 eV



Here is a 2-piece molecular cluster, C5H14 overall at a distorted geometry from the Open Molecules 2025 dataset. Energies are from wB97M-V/def2-TZVPD.

XYZ file:
```
19
Properties=species:S:1:pos:R:3:forces:R:3:lowdin_spin:R:1
C 1.825 -0.872 0.247 -0.2 1.5 1.2 0.1724
C 3.331 -0.964 0.033 -0.5 0.3 0.4 0.1590
H 1.562 -0.499 1.265 0.5 -0.7 0.0 0.0383
H 1.439 0.004 -0.265 -0.3 -0.4 -1.0 0.0220
H 1.239 -1.778 0.107 0.1 0.0 -0.4 0.0212
H 3.739 -1.627 0.794 0.4 -0.5 -0.5 0.0165
H 3.830 -0.009 0.204 -0.3 0.3 0.2 0.0298
H 3.561 -1.172 -1.010 0.2 -0.7 0.1 0.0219
C -1.600 0.008 -0.131 -0.7 0.6 -1.3 0.0590
C -0.933 1.273 -0.640 -0.5 0.5 -0.9 0.1976
C -2.967 0.403 0.454 0.7 -0.8 0.6 0.0715
H -1.829 -0.640 -0.986 0.5 -0.4 0.2 0.0187
H -0.912 -0.460 0.573 -0.4 -0.3 0.0 0.0092
H -0.156 1.163 -1.405 0.7 -0.4 0.8 0.0520
H -3.673 0.762 -0.297 0.3 0.2 -0.1 0.0129
H -3.432 -0.494 0.891 0.0 0.3 0.3 0.0091
H -2.755 1.180 1.194 -0.6 -0.1 0.1 0.0160
H -1.606 1.870 -1.272 -0.5 0.0 0.5 0.0298
H -0.665 1.854 0.243 0.5 0.3 -0.3 0.0431
```
Forces are in eV/Å.

2S+1 = 2
charge = -1
M = 74.2 g/mol
expectation value of S² = 0.75
energy above the lowest of the compared OMol25 structures with the same formula, charge and spin = 46.9 kJ/mol
Kohn-Sham gap (alpha / beta) = 2.58 / 11.76 eV



Here is C9H17AsF6N3O4S3Ta as an isolated structure at a distorted geometry from the Open Molecules 2025 dataset. Energies are from wB97M-V/def2-TZVPD.

XYZ file:
```
44
Properties=species:S:1:pos:R:3:forces:R:3:lowdin_charge:R:1
Ta 0.658 0.744 0.375 1.9 -0.9 0.1 1.3884
F 1.383 5.905 -3.477 0.0 0.0 0.0 0.4509
C 1.664 6.291 -2.340 0.2 0.6 -0.3 -0.3764
F 0.854 6.963 -1.696 0.0 0.0 0.0 0.4515
F 2.760 6.004 -1.844 -0.1 0.0 0.0 0.4385
S 0.326 3.135 -0.909 -0.1 -0.4 0.6 0.9084
O 1.324 1.855 -1.064 -0.2 0.2 -0.2 -0.5871
O -0.967 2.585 -1.218 -0.1 0.3 -0.3 -0.3926
N 0.506 2.848 0.867 -0.6 -1.0 -0.6 -0.4485
S -0.500 2.531 2.077 0.2 0.5 0.3 0.7684
O -0.054 1.015 2.179 -0.4 0.2 0.2 -0.4500
O -0.407 3.326 3.224 -0.1 -0.1 0.1 -0.1087
C -2.307 2.233 1.535 0.0 -0.1 0.1 -0.6689
F -2.738 3.258 0.873 0.0 0.0 0.0 0.2422
F -2.977 1.990 2.612 0.0 0.0 0.0 0.2643
F -2.254 1.129 0.759 -0.1 0.3 -0.1 0.0888
C 3.066 -1.083 2.867 -0.1 0.0 0.0 -0.2224
As 3.057 -0.591 1.003 -0.3 0.5 0.1 1.0416
C 4.580 0.552 0.711 0.0 0.0 0.0 -0.2288
C 3.317 -2.183 -0.051 -0.1 0.0 0.0 -0.2404
H 3.990 -1.645 3.019 0.0 0.0 0.0 0.0736
H 2.215 -1.715 3.113 0.0 0.0 0.0 0.0545
H 3.077 -0.190 3.490 0.0 0.0 0.0 0.0578
H 5.449 -0.030 1.025 0.0 0.0 0.0 0.0726
H 4.508 1.448 1.323 0.0 0.0 0.0 0.0534
H 4.674 0.801 -0.344 0.0 0.0 0.0 0.0528
H 4.315 -2.538 0.218 0.0 0.0 0.0 0.0739
H 3.287 -1.958 -1.115 0.0 0.0 0.0 0.0536
H 2.577 -2.935 0.215 0.0 0.0 0.0 0.0462
S -0.123 -1.215 -0.598 -0.3 -0.1 0.0 0.7114
C -1.778 -1.870 -0.905 0.0 0.0 0.0 -0.6166
N -2.645 -1.955 0.071 0.0 0.0 0.0 0.0708
C -3.992 -2.560 -0.152 0.0 0.0 0.0 -0.0863
C -3.882 -3.616 -1.238 0.0 0.0 0.0 -0.1244
C -3.252 -3.031 -2.487 0.0 0.0 0.0 -0.0825
N -2.001 -2.303 -2.115 0.0 0.1 0.0 0.0796
H -2.365 -1.721 1.011 0.0 0.0 0.0 0.1514
H -4.677 -1.757 -0.428 0.0 0.0 0.0 0.1453
H -4.312 -2.981 0.798 0.0 0.0 0.0 0.1476
H -4.878 -3.984 -1.481 0.0 0.0 0.0 0.1496
H -3.302 -4.467 -0.878 0.0 0.0 0.0 0.1402
H -3.907 -2.324 -2.996 0.0 0.0 0.0 0.1474
H -2.960 -3.805 -3.194 0.0 0.0 0.0 0.1499
H -1.306 -2.157 -2.834 0.0 0.0 0.0 0.1593
```
Forces are in eV/Å.

2S+1 = 1
charge = +4
M = 697.3 g/mol
energy above the lowest of the compared OMol25 structures with the same formula, charge and spin = 281.5 kJ/mol
Kohn-Sham gap = 7.14 eV



Here is a 2-piece molecular cluster, C3H9NS overall at a distorted geometry from the Open Molecules 2025 dataset. Energies are from wB97M-V/def2-TZVPD.

XYZ file:
```
14
Properties=species:S:1:pos:R:3:forces:R:3:lowdin_charge:R:1
C 4.039 0.617 -1.062 -0.7 2.1 2.3 -0.1217
N 3.815 0.089 0.115 2.1 -1.3 -3.8 -0.0136
H 4.000 1.750 -1.255 1.0 -1.0 0.8 0.0755
H 4.293 0.177 -2.000 -1.2 -1.6 -0.7 0.0383
H -0.135 -0.085 0.010 1.2 -1.0 -0.7 -0.2101
H 4.488 0.509 0.734 -1.2 1.6 1.4 0.0280
C -2.783 -1.656 0.246 0.7 -1.1 -1.1 -0.2127
C -2.544 -0.163 -0.294 -0.7 -0.7 2.5 -0.5929
S -1.069 0.630 0.526 -1.7 0.7 0.0 0.6414
H -2.491 -1.783 1.350 0.0 0.3 -1.8 0.0683
H -2.256 -2.507 -0.482 -1.2 2.3 2.2 0.1139
H -3.878 -1.865 0.225 0.7 0.1 -0.2 0.0436
H -3.374 0.432 0.279 1.3 -0.7 -1.9 0.0766
H -2.526 -0.117 -1.411 -0.2 0.3 1.2 0.0655
```
Forces are in eV/Å.

2S+1 = 1
M = 91.2 g/mol
energy above the lowest of the compared OMol25 structures with the same formula, charge and spin = 330.9 kJ/mol
Kohn-Sham gap = 9.27 eV